No. 1
Formula: C31H31AsBr2CsI2N6O2S
Source: the Open Molecules 2025 dataset
Level of theory: the ωB97M-V functional and the def2-TZVPD basis

Computed properties:
- gap between HOMO and LUMO (alpha / beta) (eV) = 3.7 / 4.8
- multiplicity = 2
- total charge = -2
- HOMO level (alpha / beta) (Ha) = -0.0234 / -0.0631
- ΔE to the lowest compared entry with this formula, charge and spin (kJ/mol) = 0.00

Each line ends with the Löwdin charge.
Atoms and positions in Å:
Cs 16.53 11.62 12.05  0.767
C 14.07 14.78 13.32  -0.075
C 15.21 14.78 14.34  -0.319
C 15.29 15.85 15.26  -0.048
C 16.29 15.85 16.16  -0.058
C 17.20 14.77 16.27  -0.210
C 18.17 14.69 17.27  -0.651
Br 18.56 16.09 18.50  0.671
C 19.13 13.68 17.32  -0.217
C 19.07 12.68 16.39  -0.615
Br 20.44 11.43 15.98  0.706
C 17.98 12.62 15.41  -0.454
O 17.85 11.59 14.68  -0.275
C 17.00 13.68 15.37  -0.142
N 16.11 13.80 14.33  0.098
H 13.37 15.58 13.60  0.076
H 13.65 13.78 13.26  0.010
H 14.48 14.91 12.30  0.031
H 14.48 16.61 15.32  0.117
H 16.36 16.71 16.85  0.082
H 19.86 13.59 18.12  0.085
S 13.39 9.07 12.08  0.302
C 12.66 8.93 13.68  -0.867
N 11.35 9.15 13.75  -0.004
N 10.92 9.18 15.02  -0.026
C 9.57 9.29 15.24  -0.228
C 8.66 9.28 14.17  -0.057
C 7.34 9.57 14.37  -0.137
C 6.87 9.91 15.63  -0.155
C 7.74 9.96 16.74  -0.118
C 9.09 9.58 16.56  -0.037
N 13.43 8.46 14.69  -0.048
N 13.18 8.65 15.97  -0.060
C 14.02 8.01 16.89  -0.245
C 15.03 7.06 16.46  -0.026
C 15.62 6.23 17.42  -0.125
C 15.38 6.44 18.78  -0.176
C 14.40 7.29 19.18  -0.166
C 13.73 8.09 18.28  -0.063
H 11.58 9.04 15.82  0.092
H 9.01 9.18 13.16  0.089
H 6.66 9.54 13.52  0.093
H 5.87 10.20 15.80  0.059
H 7.45 10.45 17.71  0.098
H 9.71 9.55 17.43  0.083
H 15.19 7.02 15.43  0.059
H 16.49 5.56 17.14  0.101
H 15.87 5.77 19.50  0.084
H 14.30 7.39 20.24  0.083
H 12.85 8.65 18.64  0.101
I 12.80 11.54 11.33  0.158
I 12.68 14.21 9.77  -0.322
O 16.27 10.55 9.05  -0.217
N 16.09 11.37 8.08  -0.226
C 17.24 11.89 7.48  0.000
C 17.14 12.91 6.49  -0.073
C 15.89 13.38 6.14  -0.105
C 14.72 12.82 6.70  -0.077
C 14.83 11.85 7.69  -0.027
H 18.17 11.41 7.73  0.113
H 18.05 13.34 6.02  0.110
H 15.70 14.17 5.39  0.109
H 13.76 13.19 6.36  0.097
H 13.99 11.34 8.18  0.104
C 18.71 7.70 10.66  -0.332
As 16.93 6.86 10.22  1.079
C 17.09 6.86 8.18  -0.338
C 17.44 4.95 10.45  -0.381
H 19.47 6.95 10.60  -0.010
H 18.81 8.13 11.67  0.024
H 18.89 8.45 9.87  0.000
H 17.80 6.10 7.80  0.007
H 17.46 7.84 7.83  -0.002
H 16.07 6.69 7.79  0.007
H 18.33 4.73 9.89  -0.004
H 16.65 4.36 9.99  0.000
H 17.52 4.71 11.54  0.026



No. 2
Formula: C9H22ClI2IrN2P2
Source: the Open Molecules 2025 dataset
Level of theory: the ωB97M-V functional and the def2-TZVPD basis

Computed properties:
- gap between HOMO and LUMO (alpha / beta) (eV) = 5.8 / 3.4
- multiplicity = 6
- total charge = +3
- HOMO level (alpha / beta) (Ha) = -0.6396 / -0.6975

Each line ends with the Löwdin charge.
Atoms and positions in Å:
I -2.86 0.30 -0.85  0.923
I -1.79 -0.98 3.91  1.029
Ir -0.27 0.19 -0.42  0.751
P -0.02 -1.91 0.48  0.543
C -1.64 -2.68 0.48  -0.291
C 0.96 -2.83 -0.75  -0.234
H 1.30 -3.77 -0.28  0.081
H 1.25 -3.33 1.90  0.087
H 1.81 -2.23 -1.08  0.020
H 1.83 -1.65 2.02  0.034
H -2.34 -2.05 -0.11  -0.091
H 0.30 -3.05 -1.60  0.068
C 0.94 -2.28 1.95  -0.255
H -1.55 -3.67 0.02  0.084
H 0.33 -2.14 2.86  -0.056
H -2.00 -2.71 1.52  -0.002
P -0.11 1.54 1.41  0.560
C -1.74 2.17 1.78  -0.289
C 0.88 1.17 2.88  -0.242
H 1.70 2.64 0.24  0.017
H 1.10 3.58 1.66  0.084
H 0.15 3.53 0.14  0.070
C 0.81 2.97 0.79  -0.235
H 1.80 0.63 2.64  0.039
H 1.14 2.13 3.34  0.089
H -1.68 3.26 1.80  0.086
H -2.08 1.73 2.72  0.002
H 0.29 0.60 3.61  -0.052
H -2.47 1.88 0.99  -0.097
Cl 2.18 0.13 -0.01  0.245
N -0.91 0.62 -3.34  -0.051
C -0.41 0.89 -4.56  0.022
C 0.97 0.93 -4.42  0.027
C 1.24 0.66 -3.07  -0.083
N 0.06 0.47 -2.41  -0.257
H -1.90 0.52 -3.09  0.016
H -1.08 1.04 -5.40  0.159
H 1.69 1.12 -5.20  0.131
H 2.15 0.60 -2.51  0.065



No. 3
Formula: C16H24N3O4PS2
Source: the Open Molecules 2025 dataset
Level of theory: the ωB97M-V functional and the def2-TZVPD basis

Computed properties:
- gap between HOMO and LUMO (eV) = 7.0
- multiplicity = 1
- total charge = 0
- HOMO level (Ha) = -0.3282
- SMILES string = NCCCCc1cc2ncc(S)nc2c([PH2]=O)c1CCCCS(=O)(=O)O

Each line ends with the Löwdin charge.
Atoms and positions in Å:
N 0.58 -3.46 0.99  -0.069
C 1.06 -3.46 -0.47  -0.265
C -0.06 -2.64 -1.35  -0.213
C 0.46 -2.11 -2.82  -0.207
C 0.55 -0.48 -2.98  -0.178
C 1.26 0.12 -1.61  -0.083
C 2.78 -0.39 -1.28  0.041
C 3.65 0.15 0.04  -0.143
N 5.05 -0.38 0.18  0.045
C 5.67 0.25 1.40  -0.078
C 4.96 1.29 2.43  -0.519
S 6.00 1.93 3.90  0.629
N 3.55 1.77 2.25  0.017
C 2.89 1.19 1.03  -0.143
C 1.34 1.71 0.71  -0.169
P 0.55 2.98 1.95  0.749
O 0.22 4.38 1.22  -0.555
C 0.47 1.20 -0.61  -0.058
C -1.04 1.79 -0.89  -0.165
C -2.21 0.65 -1.08  -0.216
C -3.04 0.27 0.28  -0.219
C -4.26 1.35 0.44  -0.232
S -5.80 0.54 1.23  0.810
O -5.38 -0.63 2.18  -0.374
O -6.48 1.68 2.05  -0.375
O -6.79 -0.01 -0.08  -0.223
H 1.18 -2.79 1.56  0.072
H -0.41 -3.15 1.06  0.050
H 2.13 -2.98 -0.45  0.100
H 1.14 -4.61 -0.78  0.121
H -0.51 -1.81 -0.66  0.086
H -0.94 -3.41 -1.57  0.122
H 1.57 -2.52 -2.96  0.113
H -0.21 -2.59 -3.65  0.114
H 1.33 -0.25 -3.85  0.128
H -0.47 0.06 -3.20  0.102
H 3.30 -1.13 -2.04  0.112
H 6.80 -0.04 1.63  0.116
H 6.06 0.84 4.82  -0.104
H 1.54 3.33 2.98  0.020
H -0.65 2.42 2.51  -0.003
H -0.98 2.38 -1.93  0.138
H -1.43 2.56 -0.11  0.102
H -3.00 1.12 -1.84  0.121
H -1.85 -0.35 -1.57  0.087
H -2.35 0.16 1.22  0.131
H -3.54 -0.79 0.07  0.122
H -3.85 2.25 1.07  0.129
H -4.66 1.79 -0.59  0.121
H -6.17 -0.20 -0.85  0.096



No. 4
Formula: C32H60BaN2OP3
Source: the Open Molecules 2025 dataset
Level of theory: the ωB97M-V functional and the def2-TZVPD basis

Computed properties:
- gap between HOMO and LUMO (eV) = 5.8
- multiplicity = 1
- total charge = +1
- HOMO level (Ha) = -0.2956
- ΔE to the lowest compared entry with this formula, charge and spin (kJ/mol) = 0.00

Each line ends with the Löwdin charge.
Atoms and positions in Å:
C -2.19 0.98 -2.00  -0.380
C -2.47 -1.21 -1.19  -0.377
C -3.35 0.88 -2.76  -0.083
C -3.75 -1.28 -1.83  -0.049
C -4.17 -0.25 -2.65  -0.069
H -3.60 1.71 -3.42  0.104
H -4.34 -2.18 -1.69  0.111
H -5.11 -0.31 -3.19  0.110
N -1.73 -0.04 -1.26  -0.033
P -0.55 2.79 -0.51  0.975
P -0.33 -2.80 -0.16  0.874
C -1.40 2.31 -2.07  -0.285
H -0.64 2.21 -2.86  0.074
H -2.06 3.13 -2.39  0.081
C -1.99 -2.38 -0.50  -0.333
H -2.76 -3.10 -0.21  0.047
C 0.44 -3.70 -1.65  -0.693
C -0.44 -3.80 1.46  -0.697
C 1.03 3.84 -0.93  -0.675
C -1.92 3.66 0.50  -0.692
C 1.97 -3.55 -1.54  -0.113
H 2.35 -3.94 -0.58  0.060
H 2.45 -4.12 -2.35  0.088
H 2.28 -2.50 -1.62  0.038
C 0.02 -5.17 -1.66  -0.102
H 0.41 -5.73 -0.80  0.063
H -1.07 -5.28 -1.70  0.088
H 0.44 -5.65 -2.56  0.087
C -0.07 -3.02 -2.93  -0.100
H 0.40 -3.48 -3.81  0.086
H -1.16 -3.14 -3.03  0.083
H 0.16 -1.94 -2.94  0.057
C 0.96 -4.34 1.81  -0.099
H 1.73 -3.55 1.85  0.057
H 0.92 -4.82 2.80  0.089
H 1.30 -5.11 1.09  0.070
C -0.93 -2.81 2.54  -0.132
H -0.24 -1.95 2.68  0.020
H -1.93 -2.42 2.31  0.073
H -0.97 -3.33 3.50  0.095
C -1.44 -4.95 1.35  -0.091
H -1.19 -5.66 0.56  0.062
H -1.43 -5.50 2.30  0.091
H -2.46 -4.59 1.19  0.074
C -1.38 3.90 1.93  -0.091
H -2.09 4.57 2.46  0.098
H -1.30 2.97 2.51  0.028
H -0.39 4.39 1.93  0.062
C -3.14 2.72 0.57  -0.082
H -3.57 2.55 -0.42  0.081
H -2.90 1.75 1.02  0.054
H -3.91 3.20 1.19  0.101
C -2.33 4.97 -0.17  -0.095
H -3.25 5.33 0.32  0.093
H -1.58 5.75 -0.05  0.060
H -2.56 4.84 -1.24  0.080
C 1.33 3.75 -2.43  -0.104
H 0.54 4.20 -3.04  0.093
H 2.26 4.30 -2.64  0.097
H 1.50 2.71 -2.76  0.041
C 2.19 3.21 -0.14  -0.142
H 2.43 2.19 -0.49  0.023
H 3.11 3.81 -0.29  0.095
H 2.00 3.18 0.95  0.070
C 0.85 5.31 -0.54  -0.097
H 0.07 5.79 -1.14  0.080
H 0.62 5.44 0.53  0.071
H 1.79 5.84 -0.73  0.094
Ba 0.44 0.09 0.58  1.293
C -1.78 0.63 3.22  0.017
O -2.64 0.26 3.89  0.081
N 1.85 0.14 -1.67  0.036
C 2.25 0.07 -2.77  -0.107
C 3.07 -0.05 -4.03  -0.582
C 2.45 -1.10 -4.95  -0.037
C 3.09 1.30 -4.74  -0.045
C 4.49 -0.46 -3.61  -0.033
H 2.34 -2.06 -4.44  0.076
H 1.46 -0.76 -5.28  0.100
H 3.07 -1.26 -5.84  0.104
H 3.45 2.10 -4.07  0.086
H 3.75 1.27 -5.62  0.103
H 2.08 1.57 -5.08  0.097
H 5.16 -0.55 -4.47  0.102
H 4.91 0.30 -2.93  0.095
H 4.47 -1.43 -3.09  0.092
C 3.38 -1.27 4.00  -0.297
P 2.99 -0.28 2.51  0.662
C 3.84 1.28 3.00  -0.298
C 4.25 -1.00 1.37  -0.290
H 2.78 -0.92 4.84  0.048
H 4.45 -1.15 4.23  0.050
H 3.17 -2.33 3.81  0.040
H 4.71 1.05 3.64  0.048
H 4.17 1.84 2.13  0.036
H 3.13 1.89 3.58  0.041
H 5.24 -1.03 1.86  0.054
H 3.96 -2.03 1.10  0.035
H 4.32 -0.40 0.45  0.029



> Among the records above, which one has the highest total charge?

C9H22ClI2IrN2P2